Record 1
C15H29F4N3O10PS3 | ωB97M-V/def2-TZVPD

The value obtained for the molar mass is 614.58 g mol⁻¹. As for the HOMO energy: -12.4496 eV. The calculation puts the HOMO-LUMO gap at 7.208 eV. As for the total charge: +1. The calculation puts the total energy at -3440.59698 a.u. The lowest unoccupied orbital energy is -5.24 eV.

Last column: natural (NBO) charge in e.
Geometry (Å):
N: -0.226849 -4.999932 -2.347395  -1.24
P: 0.456482 -3.692363 -1.802436  1.26
C: 0.322129 -2.229954 -3.023468  -0.03
C: -0.877484 -1.373218 -2.871687  0.00
C: -2.035736 -1.599191 -1.845634  -0.45
C: -3.314501 -2.048974 -2.706489  -0.48
C: -3.258129 -3.529263 -3.178036  0.98
F: -3.217505 -4.439237 -2.135374  -0.33
F: -4.458723 -3.791293 -3.831447  -0.33
F: -2.263952 -3.804206 -4.077083  -0.32
C: -1.030746 -0.187975 -3.760479  0.37
O: -2.080159 0.679161 -3.677878  -0.66
C: 0.050602 0.003264 -4.771092  0.29
O: -0.117118 1.083475 -5.616969  -0.64
C: 1.211585 -0.899246 -4.852033  -0.08
S: 2.462816 -0.482179 -6.111402  2.30
O: 2.015325 -1.131949 -7.333510  -0.84
O: 2.579221 0.936839 -6.350033  -0.81
F: 3.960597 -0.985645 -5.652984  -0.45
N: 1.292721 -1.992715 -3.989672  -0.29
C: 2.458353 -2.932437 -4.114978  -0.09
N: 3.557059 -2.554607 -3.189526  -0.82
H: -0.953877 -5.325392 -1.706316  0.40
H: -0.085236 -3.323302 -0.540688  0.00
H: 1.863467 -3.870629 -1.614693  -0.06
H: -1.801437 -2.309947 -1.021200  0.25
H: -2.296843 -0.575866 -1.447205  0.26
H: -3.445374 -1.383741 -3.602274  0.25
H: -4.227618 -1.947286 -2.063633  0.27
H: -1.959254 1.318772 -2.946513  0.53
H: -0.534533 0.745733 -6.436337  0.52
H: 2.832401 -2.982167 -5.176430  0.25
H: 2.156176 -3.993269 -3.874605  0.24
H: 4.424812 -2.712027 -3.715212  0.39
H: 3.591627 -3.242528 -2.431843  0.37
O: -2.458157 2.602423 0.499852  -0.96
S: -2.093389 2.095607 1.797065  2.37
O: -1.709117 0.725531 1.987479  -0.94
O: -3.252469 2.463361 2.842718  -0.71
C: -4.592791 2.041879 2.555983  -0.08
C: -4.780249 0.553925 2.787877  -0.64
C: -0.838883 3.129992 2.483447  -0.88
H: -4.870213 2.321700 1.536496  0.19
H: -5.246306 2.594523 3.231225  0.21
H: -4.194651 -0.033279 2.078796  0.21
H: -5.828678 0.275285 2.669598  0.22
H: -4.447868 0.275984 3.789497  0.22
H: -1.137694 4.170654 2.374235  0.25
H: 0.082737 2.943351 1.933740  0.26
H: -0.702562 2.870213 3.531536  0.27
O: 2.041653 2.469081 4.149089  -0.96
S: 2.992452 1.893059 5.059938  2.38
O: 2.591811 0.978520 6.085218  -0.92
O: 3.859081 3.072216 5.717188  -0.72
C: 3.168701 4.130751 6.396221  -0.08
C: 2.642735 3.687190 7.748546  -0.64
C: 4.298658 1.150855 4.130648  -0.88
H: 2.365090 4.525195 5.769161  0.19
H: 3.890977 4.935023 6.538825  0.20
H: 1.862990 2.932030 7.640879  0.22
H: 2.218410 4.532722 8.292328  0.22
H: 3.441824 3.243747 8.345173  0.22
H: 4.635835 1.850614 3.368574  0.25
H: 3.900790 0.249605 3.665769  0.25
H: 5.108983 0.891540 4.809449  0.26

Cartesian forces (eV/Å) of the 2 atoms listed first:
N 0.4996 1.0128 0.5206
P -0.5475 -2.0966 -0.4940

Record 2
CH13O5S | ωB97M-V/def2-TZVPD

The value obtained for the molar mass is 137.18 g mol⁻¹. As for the HOMO energy: -4.3284 eV. The calculation puts the HOMO-LUMO gap at 7.738 eV. As for the total charge: -1. The calculation puts the total energy at -820.31814 a.u. The lowest unoccupied orbital energy is 3.41 eV. The calculation puts the relative energy (zero: lowest compared OMol25 entry of this formula, charge and spin) at 32.8 kcal/mol.

Last column: natural (NBO) charge in e.
Geometry (Å):
C: -0.474511 -0.899714 2.587602  -0.72
S: -0.030497 -0.995625 0.758527  -0.66
H: -1.309969 -1.484498 2.993349  0.19
H: -0.829832 0.162899 2.552736  0.20
H: 0.294003 -1.034725 3.435819  0.19
H: 1.807424 0.016644 0.483546  0.49
H: 2.957907 0.105937 -0.650916  0.46
O: 2.746859 0.407123 0.279866  -1.02
H: 1.774689 2.539442 0.315008  0.48
H: 0.713231 3.312868 -0.113859  0.48
O: 1.715663 3.342755 -0.234480  -0.98
H: -0.698108 1.328156 0.576048  0.50
H: -1.499628 2.118095 -0.396239  0.46
O: -0.837221 2.224198 0.242964  -0.98
H: -1.565473 0.177639 -2.684490  0.46
H: -1.338936 -1.230374 -3.025643  0.49
O: -1.494176 -0.368777 -3.452459  -0.95
H: -0.377291 -2.523365 -0.718248  0.51
H: -1.051411 -3.989122 -1.405894  0.46
O: -0.502722 -3.209559 -1.543236  -1.05

Cartesian forces (eV/Å) of the 2 atoms listed first:
C 0.0963 1.3096 0.6021
S -0.2146 -0.3784 0.9262

Record 3
C3H2O2S | ωB97M-V/def2-TZVPD

The value obtained for the molar mass is 102.11 g mol⁻¹. As for the HOMO energy: -10.1411 eV. The calculation puts the HOMO-LUMO gap at 9.190 eV. The calculation puts the total energy at -664.14333 a.u. The lowest unoccupied orbital energy is -0.95 eV. The calculation puts the relative energy (zero: lowest compared OMol25 entry of this formula, charge and spin) at 14.2 kcal/mol.

Last column: natural (NBO) charge in e.
Geometry (Å):
C: -0.123217 -0.720016 -0.026983  0.47
C: -1.335895 0.169281 0.019962  0.36
C: 1.012504 0.289266 0.021469  -0.59
O: -0.114485 -1.899063 -0.203960  -0.43
O: -2.513853 0.007603 -0.035844  -0.46
S: -0.278887 1.668668 -0.179299  0.16
H: 1.408882 0.200575 0.967194  0.23
H: 1.944948 0.283688 -0.562536  0.26

Cartesian forces (eV/Å) of the 2 atoms listed first:
C 0.8603 -1.8880 -0.8372
C -0.8988 1.5474 -0.7801

Record 4
C3H5NO2S | ωB97M-V/def2-TZVPD

As for the SMILES: O=C(O)CNC=S. The value obtained for the molar mass is 119.14 g mol⁻¹. As for the HOMO energy: -8.7140 eV. The calculation puts the HOMO-LUMO gap at 9.030 eV. The calculation puts the total energy at -720.68727 a.u. The lowest unoccupied orbital energy is 0.32 eV. The calculation puts the relative energy (zero: lowest compared OMol25 entry of this formula, charge and spin) at 37.2 kcal/mol.

Last column: natural (NBO) charge in e.
Geometry (Å):
C: 0.573287 -0.864088 0.845678  0.76
C: -0.784987 -0.174972 0.641783  -0.35
C: -0.365351 1.373125 -1.221280  -0.11
H: 2.282493 -1.434288 0.255441  0.52
H: -1.723582 -0.867234 1.114710  0.25
H: -0.873285 0.734518 1.302128  0.29
H: -0.539084 -0.646419 -1.503986  0.41
H: 0.109222 1.347293 -2.315425  0.21
N: -0.864985 0.126862 -0.758703  -0.62
O: 1.425324 -1.005000 -0.140298  -0.67
O: 0.706961 -1.171539 2.005580  -0.59
S: 0.053988 2.581743 -0.225628  -0.09

Cartesian forces (eV/Å) of the 2 atoms listed first:
C -2.6068 0.8029 3.4373
C -1.6150 -1.5261 0.3407

Record 5
C4H9NO | ωB97M-V/def2-TZVPD

The value obtained for the molar mass is 87.12 g mol⁻¹. As for the HOMO energy: -8.2233 eV. The calculation puts the HOMO-LUMO gap at 8.602 eV. The calculation puts the total energy at -287.69657 a.u. The lowest unoccupied orbital energy is 0.38 eV. The calculation puts the relative energy (zero: lowest compared OMol25 entry of this formula, charge and spin) at 85.3 kcal/mol.

Last column: natural (NBO) charge in e.
Geometry (Å):
C: -1.135878 0.398203 1.517361  -0.85
C: 0.417328 0.573332 -0.574758  0.18
C: 1.767083 0.669803 0.065996  -0.74
N: 0.188638 -0.636229 -1.103306  -0.66
C: -1.038053 -1.003064 -1.699429  0.55
O: -2.012813 -0.301292 -1.757994  -0.50
H: -1.166440 1.197813 2.269245  0.21
H: -0.534682 -0.440234 1.928215  0.20
H: -2.151615 0.034656 1.307262  0.22
H: -0.747836 0.862044 0.518323  0.24
H: 2.444376 1.066762 -0.700645  0.25
H: 2.219625 -0.262443 0.431911  0.18
H: 1.778868 1.398832 0.878087  0.24
H: 0.857155 -1.406628 -1.021919  0.36
H: -1.005864 -2.040665 -2.081567  0.11

Cartesian forces (eV/Å) of the 2 atoms listed first:
C -0.0633 0.1569 -0.0997
C 0.7365 0.0067 -0.9953

Record 6
H6N2 | ωB97M-V/def2-TZVPD

As for the SMILES: N.N. The value obtained for the molar mass is 34.06 g mol⁻¹. As for the HOMO energy: -10.2532 eV. The calculation puts the HOMO-LUMO gap at 11.113 eV. The calculation puts the total energy at -113.09980 a.u. The lowest unoccupied orbital energy is 0.86 eV. The calculation puts the relative energy (zero: lowest compared OMol25 entry of this formula, charge and spin) at 2.8 kcal/mol.

Last column: natural (NBO) charge in e.
Geometry (Å):
N: -0.655043 1.833903 -1.888276  -1.07
H: -0.226232 1.158750 -1.247245  0.35
H: -1.294435 1.307111 -2.491831  0.36
H: -1.231880 2.460939 -1.318442  0.36
N: 0.683238 -1.651912 1.965680  -1.07
H: 0.677623 -0.835699 1.345704  0.35
H: 0.387539 -2.455790 1.402677  0.36
H: 1.659190 -1.817302 2.231734  0.36

Cartesian forces (eV/Å) of the 2 atoms listed first:
N -0.3283 -0.2463 0.2595
H -0.2469 0.3308 -0.3150